Record 1
{"formula": "C4H7FN2S", "method": "wB97M-V/def2-TZVPD", "species": ["C", "C", "C", "C", "H", "H", "H", "H", "H", "H", "H", "N", "N", "F", "S"], "positions_angstrom": [[-1.1780, -1.0684, -0.8355], [-0.0733, 0.0906, -0.7797], [-0.2329, 1.0596, 0.2334], [1.0809, 0.2269, 1.9345], [-1.3702, -1.5018, -1.9169], [-0.9327, -2.1657, -0.4138], [-1.3822, 1.1435, 0.0508], [0.3892, 1.8982, 0.2037], [-0.9096, -0.5450, 1.3684], [1.8400, 1.1775, 2.0822], [2.3074, -0.9664, 2.5818], [-0.2595, 0.6151, 1.6029], [1.3052, -0.9158, 2.4137], [-2.3807, -0.6181, -0.3584], [1.0366, 0.4235, -2.0101]], "total_charge": 0, "e_above_lowest_kj_mol": 445.98, "e_tot_ha": -764.0153, "homo_lumo_gap_ha": 0.3029}

Record 2
{"formula": "C4H12O", "method": "wB97M-V/def2-TZVPD", "species": ["C", "C", "O", "H", "H", "H", "H", "H", "H", "C", "C", "H", "H", "H", "H", "H", "H"], "positions_angstrom": [[1.1129, -1.1222, 1.5833], [0.1713, -1.0033, 2.7753], [0.3890, -1.5106, 0.4410], [1.6485, -0.1989, 1.3363], [1.8600, -1.9626, 1.6149], [0.4515, -1.6831, 3.5838], [0.6177, -1.0396, -0.3970], [-0.8618, -1.2297, 2.5138], [0.2283, 0.0371, 3.1038], [-0.4148, 1.1866, -2.6841], [-1.2357, 2.2952, -1.9923], [-0.7187, 0.9707, -3.6995], [0.6599, 1.3699, -2.6644], [-0.6149, 0.2478, -2.1336], [-2.2800, 2.0701, -2.2187], [-1.1619, 2.1888, -0.9085], [-1.0295, 3.2824, -2.3839]], "total_charge": 1, "spin_multiplicity": 2, "e_above_lowest_kj_mol": 31.46, "e_tot_ha": -234.4286, "homo_lumo_gap_ha": [0.4004, 0.1696], "s2": 0.75}

Record 3
{"formula": "C3H4N2O3", "method": "wB97M-V/def2-TZVPD", "species": ["N", "C", "O", "C", "C", "O", "N", "O", "H", "H", "H", "H"], "positions_angstrom": [[1.6383, 0.3930, -1.2595], [0.7559, -0.7216, -0.8087], [0.8227, -1.9698, -0.9542], [-0.1357, -0.2187, 0.1995], [-0.3262, -0.7707, 1.6777], [0.5564, -1.5081, 2.0967], [-0.9429, 0.6978, -0.3657], [-1.6653, 1.4199, 0.7190], [2.0684, 0.2191, -2.2283], [0.8542, 1.0987, -1.3089], [-1.2984, -0.4347, 2.2588], [-2.3275, 1.7950, -0.0264]], "total_charge": 0, "e_above_lowest_kj_mol": 426.08, "e_tot_ha": -451.8175, "homo_lumo_gap_ha": 0.3375, "smiles": "NC(=O)/C(C=O)=N/O"}

Record 4
{"formula": "C54H128N8O10", "method": "wB97M-V/def2-TZVPD", "species": ["C", "C", "C", "C", "C", "C", "C", "C", "C", "N", "O", "H", "H", "H", "H", "H", "H", "H", "H", "H", "H", "H", "H", "H", "H", "H", "H", "H", "H", "H", "C", "C", "C", "C", "C", "C", "C", "C", "C", "N", "O", "H", "H", "H", "H", "H", "H", "H", "H", "H", "H", "H", "H", "H", "H", "H", "H", "H", "H", "H", "C", "C", "C", "C", "C", "C", "C", "C", "C", "N", "O", "H", "H", "H", "H", "H", "H", "H", "H", "H", "H", "H", "H", "H", "H", "H", "H", "H", "H", "H", "C", "C", "C", "C", "C", "C", "C", "C", "C", "N", "O", "H", "H", "H", "H", "H", "H", "H", "H", "H", "H", "H", "H", "H", "H", "H", "H", "H", "H", "H", "C", "O", "C", "C", "C", "N", "H", "H", "H", "H", "H", "H", "H", "H", "H", "H", "H", "C", "O", "C", "C", "C", "N", "H", "H", "H", "H", "H", "H", "H", "H", "H", "H", "H", "C", "O", "C", "C", "C", "N", "H", "H", "H", "H", "H", "H", "H", "H", "H", "H", "H", "C", "O", "C", "C", "C", "N", "H", "H", "H", "H", "H", "H", "H", "H", "H", "H", "H", "C", "O", "H", "H", "H", "H", "C", "O", "H", "H", "H", "H"], "positions_angstrom": [[-11.3216, 0.9098, -2.3715], [-12.7472, 0.9141, -2.9531], [-13.1238, -0.4481, -3.6590], [-13.7835, 1.1113, -1.7164], [-15.1713, 1.6328, -2.1417], [-15.1686, 2.9148, -3.0485], [-14.1758, 2.6741, -4.3044], [-14.8382, 1.9125, -5.4527], [-13.7215, 4.1190, -4.8095], [-12.8891, 1.9675, -3.9316], [-11.8790, 1.9522, -4.8852], [-10.9861, 1.8877, -2.0262], [-11.3122, 0.2531, -1.5016], [-10.6460, 0.4880, -3.1157], [-12.8433, -1.2454, -2.9707], [-14.1979, -0.4969, -3.8383], [-12.5910, -0.5496, -4.6044], [-13.9581, 0.2231, -1.1092], [-13.3258, 1.8053, -1.0114], [-15.7462, 0.8005, -2.5478], [-15.7298, 1.9078, -1.2470], [-14.9712, 3.7974, -2.4401], [-16.1836, 2.9734, -3.4416], [-14.2575, 1.8603, -6.3737], [-15.7545, 2.4697, -5.6475], [-15.1369, 0.9114, -5.1419], [-13.3985, 4.0042, -5.8441], [-12.8818, 4.5571, -4.2700], [-14.5485, 4.8210, -4.9158], [-11.3022, 2.6392, -4.5431], [-16.6354, -0.6096, -13.3888], [-15.4858, -0.5988, -14.4084], [-15.3332, 0.8643, -14.8798], [-14.1718, -1.0610, -13.7000], [-13.0035, -1.2009, -14.6986], [-13.3866, -2.3510, -15.6327], [-14.7193, -2.1616, -16.3623], [-14.5548, -1.3510, -17.6823], [-15.1630, -3.5930, -16.6554], [-15.7975, -1.6213, -15.4805], [-16.9766, -1.4019, -16.1408], [-16.2243, -0.1524, -12.4887], [-17.5849, -0.1670, -13.6895], [-16.8191, -1.6155, -13.0112], [-14.6345, 1.0336, -15.6991], [-16.3194, 1.2247, -15.1724], [-15.0024, 1.4639, -14.0318], [-13.8920, -0.3245, -12.9467], [-14.3476, -2.0204, -13.2135], [-12.7590, -0.3173, -15.2881], [-12.1022, -1.5478, -14.1932], [-13.3114, -3.3206, -15.1405], [-12.6227, -2.3498, -16.4102], [-15.4545, -1.4952, -18.2806], [-13.7475, -1.6722, -18.3404], [-14.3731, -0.2912, -17.5037], [-15.2946, -4.2009, -15.7603], [-14.4512, -4.0999, -17.3070], [-16.1696, -3.5948, -17.0736], [-17.4546, -2.2020, -15.9108], [-14.3282, -10.4843, -10.3882], [-12.9617, -9.6622, -10.4243], [-12.2972, -9.8683, -11.8512], [-13.2633, -8.1120, -10.2633], [-13.6347, -7.7830, -8.8190], [-12.4936, -8.1496, -7.8109], [-12.1020, -9.6793, -7.9397], [-10.7112, -9.8282, -7.3196], [-13.0729, -10.4692, -7.0399], [-12.0954, -10.1458, -9.3323], [-11.8491, -11.4975, -9.4279], [-14.9932, -10.0440, -11.1312], [-14.1989, -11.5276, -10.6761], [-14.9392, -10.5261, -9.4865], [-11.4316, -9.2135, -11.9508], [-11.8351, -10.8545, -11.8945], [-12.9130, -9.8078, -12.7485], [-12.3517, -7.5701, -10.5153], [-14.0281, -7.6934, -10.9174], [-13.7864, -6.7057, -8.7532], [-14.5454, -8.3224, -8.5588], [-12.9058, -7.8727, -6.8405], [-11.6735, -7.4338, -7.8659], [-10.3448, -10.8488, -7.4304], [-10.7584, -9.5935, -6.2562], [-9.9486, -9.1882, -7.7633], [-12.8912, -10.3803, -5.9688], [-12.9710, -11.5374, -7.2313], [-14.0843, -10.0914, -7.1895], [-10.8991, -11.4431, -9.5555], [-19.5394, -4.9181, 3.4908], [-18.8969, -3.7261, 2.8006], [-17.9300, -4.1418, 1.6254], [-19.9543, -2.7071, 2.1295], [-20.7382, -1.9380, 3.1760], [-19.7413, -1.1013, 3.9209], [-18.6853, -1.9456, 4.7009], [-17.5323, -1.0621, 5.2923], [-19.3803, -2.7182, 5.8758], [-18.0541, -2.8834, 3.7486], [-16.9272, -3.5853, 4.2471], [-18.9926, -5.2017, 4.3900], [-20.6070, -4.8415, 3.6968], [-19.5123, -5.8455, 2.9187], [-17.5565, -3.2814, 1.0702], [-17.0810, -4.7479, 1.9417], [-18.4432, -4.8128, 0.9367], [-19.4086, -2.0877, 1.4178], [-20.6497, -3.2326, 1.4750], [-21.4625, -1.3161, 2.6499], [-21.2624, -2.6573, 3.8052], [-20.2409, -0.4192, 4.6089], [-19.2534, -0.3489, 3.3014], [-17.0325, -1.5043, 6.1542], [-17.9013, -0.0961, 5.6369], [-16.8287, -0.7549, 4.5186], [-19.8750, -2.0429, 6.5739], [-18.6897, -3.2737, 6.5104], [-20.1659, -3.3708, 5.4951], [-16.2225, -2.9513, 4.0953], [-30.5909, 1.2463, -12.3980], [-29.6009, 0.2266, -12.2657], [-29.2666, -0.0642, -10.9398], [-28.4242, -1.2682, -10.6956], [-28.3066, -1.5418, -9.1944], [-27.0811, -1.1330, -11.2767], [-30.9905, 1.2698, -13.4118], [-30.3373, 2.3048, -12.3386], [-31.4283, 0.9006, -11.7919], [-28.7644, 0.7854, -10.4772], [-30.2044, -0.3147, -10.4439], [-28.8166, -2.1620, -11.1806], [-27.5506, -2.2960, -8.9762], [-29.2509, -1.8798, -8.7675], [-27.9419, -0.6597, -8.6681], [-27.1702, -0.8258, -12.2347], [-26.8542, -0.3331, -10.7033], [-27.1673, -5.0293, -1.2695], [-28.2744, -5.8973, -1.6193], [-29.3599, -5.8588, -0.6946], [-30.4649, -6.9860, -0.9703], [-31.5563, -7.2644, 0.0983], [-29.8742, -8.2546, -1.1479], [-26.8855, -5.3744, -0.2747], [-27.4929, -4.0004, -1.1162], [-26.2663, -5.0508, -1.8826], [-29.0005, -6.0367, 0.3190], [-29.8371, -4.8794, -0.7254], [-30.9227, -6.7540, -1.9319], [-31.1095, -7.6430, 1.0176], [-32.3197, -7.9173, -0.3248], [-32.0990, -6.3899, 0.4571], [-29.1434, -8.3253, -0.4545], [-29.4101, -8.1849, -2.0423], [-22.6194, -4.5311, -17.0419], [-22.1325, -4.8631, -15.7138], [-23.0459, -5.1706, -14.7151], [-22.2588, -5.2726, -13.3789], [-21.4695, -6.5765, -13.2693], [-23.0728, -5.3798, -12.1604], [-23.3578, -3.7294, -17.0409], [-23.0079, -5.3600, -17.6337], [-21.7412, -4.1261, -17.5446], [-23.8254, -4.4103, -14.6652], [-23.5734, -6.1066, -14.8985], [-21.6721, -4.3585, -13.2883], [-22.0395, -7.4413, -12.9297], [-20.6995, -6.5548, -12.4981], [-20.9108, -6.8275, -14.1710], [-23.5339, -6.2735, -12.2538], [-23.7887, -4.6707, -12.2296], [-25.5082, -10.5997, -10.0623], [-25.6117, -9.7927, -8.9235], [-25.3168, -10.4783, -7.6764], [-25.3082, -9.4144, -6.4369], [-24.7570, -9.9587, -5.0523], [-26.6669, -9.0315, -6.2525], [-25.6781, -9.9967, -10.9543], [-26.3339, -11.3085, -9.9994], [-24.5539, -11.1122, -10.1837], [-25.9794, -11.3032, -7.4145], [-24.3543, -10.9520, -7.8690], [-24.6456, -8.5783, -6.6602], [-23.7536, -10.3249, -5.2693], [-25.3464, -10.7650, -4.6156], [-24.6921, -9.2415, -4.2341], [-26.9605, -8.7055, -7.1622], [-26.7153, -8.2780, -5.5816], [-19.7291, -4.6105, -6.1179], [-21.0719, -4.0825, -6.2346], [-19.1576, -4.1541, -6.9260], [-19.2325, -4.2009, -5.2382], [-19.6989, -5.6946, -6.0095], [-21.4524, -4.4943, -7.0138], [-21.7448, 1.6506, -6.4082], [-21.4399, 0.8265, -5.2885], [-22.6617, 1.2723, -6.8601], [-21.9848, 2.6870, -6.1706], [-20.9381, 1.6407, -7.1411], [-21.4752, -0.0763, -5.6129]], "total_charge": 0, "e_above_lowest_kj_mol": 524.20, "e_tot_ha": -3324.2341, "homo_lumo_gap_ha": 0.2922, "smiles": "CC1(C)CCCC(C)(C)N1O.CC1(C)CCCC(C)(C)N1O.CC1(C)CCCC(C)(C)N1O.CC1(C)CCCC(C)(C)N1O.COC[C@H](C)N.COC[C@H](C)N.COC[C@H](C)N.COC[C@H](C)N.CO.CO"}

Record 5
{"formula": "C25H34N4O5", "method": "wB97M-V/def2-TZVPD", "species": ["C", "O", "C", "C", "N", "C", "O", "C", "C", "C", "O", "N", "C", "C", "C", "C", "C", "N", "C", "C", "O", "N", "C", "C", "C", "C", "C", "C", "C", "C", "O", "C", "C", "C", "H", "H", "H", "H", "H", "H", "H", "H", "H", "H", "H", "H", "H", "H", "H", "H", "H", "H", "H", "H", "H", "H", "H", "H", "H", "H", "H", "H", "H", "H", "H", "H", "H", "H"], "positions_angstrom": [[-4.0513, 0.3989, 2.7549], [-3.5770, 1.1242, 1.6490], [-2.2947, 0.7149, 1.2355], [-1.8444, 1.6679, 0.1198], [-0.6859, 1.1806, -0.5901], [-0.7392, 0.2798, -1.5897], [0.2812, -0.2493, -2.0265], [-2.1009, 0.0026, -2.2030], [-2.0162, -0.9301, -3.4180], [-2.0186, -2.3980, -3.0157], [-2.9924, -3.1037, -3.1630], [-0.8351, -2.8041, -2.4793], [-0.4788, -4.0694, -2.0384], [-1.3151, -5.1846, -2.1323], [-0.8359, -6.3956, -1.6732], [0.4439, -6.4658, -1.1391], [1.1881, -5.3011, -1.0879], [0.7463, -4.1322, -1.5218], [0.6531, 1.5220, -0.0791], [1.0538, 0.4702, 0.9813], [0.7034, 0.5304, 2.1451], [1.8003, -0.5094, 0.4557], [2.2860, -1.6882, 1.1781], [1.0953, -2.5392, 1.6269], [3.1577, -2.4707, 0.1988], [3.1119, -1.2357, 2.3837], [0.7404, 2.9618, 0.3594], [0.5436, 3.3810, 1.6726], [0.6316, 4.7157, 2.0034], [0.9099, 5.6767, 1.0303], [0.9700, 6.9642, 1.4637], [1.2551, 7.9777, 0.5306], [1.1040, 5.2657, -0.2842], [1.0203, 3.9223, -0.6040], [-3.3843, 0.5110, 3.6178], [-5.0314, 0.8053, 2.9949], [-4.1448, -0.6687, 2.5197], [-2.3265, -0.3230, 0.8621], [-1.5864, 0.7473, 2.0733], [-2.6819, 1.8152, -0.5634], [-1.5996, 2.6358, 0.5598], [-2.5224, 0.9587, -2.5232], [-2.7711, -0.4232, -1.4549], [-2.8880, -0.7716, -4.0532], [-1.1115, -0.7060, -3.9855], [-0.1111, -2.0932, -2.3659], [-2.3005, -5.0876, -2.5539], [-1.4552, -7.2786, -1.7326], [0.8493, -7.3959, -0.7739], [2.1904, -5.2936, -0.6803], [1.3228, 1.3986, -0.9389], [1.8556, -0.5662, -0.5525], [1.4418, -3.4141, 2.1700], [0.5272, -2.8700, 0.7602], [0.4497, -1.9555, 2.2776], [3.5799, -3.3408, 0.6941], [2.5620, -2.8067, -0.6471], [3.9760, -1.8501, -0.1603], [2.4943, -0.6566, 3.0633], [3.9452, -0.6172, 2.0578], [3.5021, -2.1011, 2.9121], [0.3388, 2.6523, 2.4397], [0.4857, 5.0450, 3.0197], [1.2556, 8.9077, 1.0969], [2.2378, 7.8353, 0.0696], [0.4905, 8.0318, -0.2513], [1.3241, 5.9767, -1.0648], [1.1760, 3.6194, -1.6300]], "total_charge": 0, "e_above_lowest_kj_mol": 145.69, "e_tot_ha": -1568.3279, "homo_lumo_gap_ha": 0.3418, "smiles": "COCCN(C(=O)CCC(=O)Nc1ccccn1)[C@H](C(=O)NC(C)(C)C)c1ccc(OC)cc1"}